(i)
C9H14N4O4 | ωB97M-V with the def2-TZVPD basis set

Its frontier orbital gap is 9.59 eV. As for the HOMO energy: -0.3386 hartree.

ORCA input file:
```
! RIJCOSX wB97M-V def2-TZVPD def2/J DEFGRID3
* xyz 0 1
C -1.61 -0.70 -0.29
C -0.74 -0.85 0.96
C -3.06 -1.03 -0.02
C 0.30 1.35 0.39
C -1.20 2.08 0.37
C 1.12 1.14 -0.89
C 2.26 0.31 -0.29
C 3.51 0.66 -0.53
C 3.49 -1.46 0.09
H -0.59 -1.32 -1.99
H -0.52 -2.32 -0.72
H -1.55 0.20 -0.85
H -3.14 -1.77 0.84
H -3.34 -0.11 0.52
H -3.27 -1.21 -1.85
H 0.87 0.05 1.90
H 0.89 2.09 0.95
H 1.43 2.06 -1.20
H 0.52 0.72 -1.68
H 4.05 1.59 -0.81
H 3.75 -2.48 0.48
H 5.36 -0.32 -0.48
H -2.34 2.89 -0.71
N -1.15 -1.75 -1.26
N 0.14 0.15 1.21
N 2.20 -0.97 0.10
N 4.40 -0.39 -0.14
O -0.95 -1.79 1.69
O -3.80 -1.47 -1.15
O -2.05 1.95 1.19
O -1.41 2.78 -0.80
*
```

***

(ii)
C9H14N4O4 | ωB97M-V with the def2-TZVPD basis set

Its frontier orbital gap is 8.67 eV. As for the HOMO energy: -0.3008 hartree.

ORCA input file:
```
! RIJCOSX wB97M-V def2-TZVPD def2/J DEFGRID3
* xyz 0 1
C 0.02 0.31 1.40
C 0.29 -0.11 0.00
C 0.99 1.40 1.79
C 0.74 2.77 1.19
C 0.82 3.33 -0.11
C -0.04 4.78 1.42
C 0.13 -2.27 -1.35
C -1.23 -2.38 -2.07
C 0.69 -3.72 -1.08
H 1.17 -0.80 2.37
H -0.22 -0.44 3.28
H -0.96 0.88 1.48
H 0.68 1.76 2.95
H 2.06 1.21 1.55
H 1.19 2.82 -1.03
H -0.15 5.83 1.92
H -0.04 5.45 -0.45
H -0.50 -1.97 0.49
H 0.82 -1.98 -2.07
H 1.66 -3.72 -0.68
H 0.94 -4.18 -2.10
H -0.51 -5.22 -0.49
H -2.94 -1.70 -1.97
N 0.12 -0.75 2.31
N 0.19 3.73 2.16
N 0.30 4.61 0.08
N 0.10 -1.47 -0.13
O 1.07 0.56 -0.68
O -1.36 -3.03 -3.06
O -0.43 -4.13 -0.29
O -2.10 -1.58 -1.39
*
```

***

Quick one: least stable of them? (ii)

***

(i)
C5H15N3 | ωB97M-V with the def2-TZVPD basis set

Its frontier orbital gap is 12.01 eV. As for the HOMO energy: -0.7316 hartree.

ORCA input file:
```
! RIJCOSX wB97M-V def2-TZVPD def2/J DEFGRID3
* xyz 2 1
C -1.29 0.39 0.19
C -0.02 -1.99 0.51
C 0.54 -0.63 -1.59
C 1.51 1.58 0.41
C 0.16 -0.56 -0.01
N -2.22 0.00 1.05
N -1.36 1.37 -0.67
N 1.19 0.13 0.76
H -0.23 -2.19 1.60
H 1.00 -2.41 0.23
H -0.81 -2.48 -0.15
H -0.34 -0.60 -2.18
H 1.02 -1.67 -1.84
H 1.23 0.18 -1.90
H 0.64 2.00 -0.10
H 1.86 2.16 1.23
H 2.32 1.79 -0.26
H -2.16 -0.67 1.84
H -3.17 0.40 0.86
H -0.90 1.53 -1.55
H -2.22 1.82 -0.78
H 2.14 -0.28 0.60
H 1.12 0.13 1.74
*
```

***

(ii)
C5H15N3 | ωB97M-V with the def2-TZVPD basis set

Its frontier orbital gap is 11.88 eV. As for the HOMO energy: -0.7162 hartree.

ORCA input file:
```
! RIJCOSX wB97M-V def2-TZVPD def2/J DEFGRID3
* xyz 2 1
C -0.48 1.96 -1.65
C -0.41 1.69 0.49
C -0.09 -1.21 2.12
C 0.72 -2.36 -0.06
C -0.21 -1.41 0.59
N -0.09 2.55 -0.45
N -0.21 0.40 -1.44
N 0.18 0.21 -0.13
H -1.42 2.25 -1.97
H 0.23 2.18 -2.46
H 0.23 1.83 1.31
H -1.45 1.45 0.68
H -0.71 -1.95 2.68
H 0.98 -1.19 2.38
H -0.48 -0.15 2.34
H 0.27 -3.38 0.18
H 1.59 -2.51 0.51
H 0.95 -2.26 -1.15
H -1.23 -1.43 0.32
H 0.78 3.11 -0.45
H -0.95 -0.12 -1.82
H 0.56 0.14 -2.06
H 1.24 0.19 0.05
*
```

***

Quick one: least stable of them? (ii)

***

(i)
C5H8S | ωB97M-V with the def2-TZVPD basis set

Its frontier orbital gap is 7.98 eV. As for the HOMO energy: -0.3071 hartree.

ORCA input file:
```
! RIJCOSX wB97M-V def2-TZVPD def2/J DEFGRID3
* xyz 0 1
C 1.18 1.61 -0.16
C 1.35 0.08 0.25
C 0.14 -0.81 0.76
C -0.81 -0.94 -0.21
C -1.98 -0.31 -0.52
H 0.83 2.28 0.75
H 0.14 1.38 -0.95
H 2.06 1.99 -0.71
H -0.21 -0.32 1.71
H 0.44 -1.76 1.45
H -0.71 -1.97 -0.77
H -2.33 0.54 0.15
H -2.65 -0.84 -1.38
S 2.54 -0.95 -0.38
*
```

***

(ii)
C5H8S | ωB97M-V with the def2-TZVPD basis set

Its frontier orbital gap is 9.31 eV. As for the HOMO energy: -0.3119 hartree.

ORCA input file:
```
! RIJCOSX wB97M-V def2-TZVPD def2/J DEFGRID3
* xyz 0 1
C 2.52 -1.50 -1.64
C 1.97 -1.26 -0.59
C -1.49 -0.29 -0.14
C -0.42 1.09 1.42
C -0.45 0.60 0.18
S 0.36 1.40 -1.21
H 2.82 -1.58 -2.56
H -1.25 -1.05 -0.90
H -1.68 -0.88 0.76
H -2.42 0.20 -0.46
H 1.82 -1.21 0.47
H -0.95 0.54 2.12
H 0.20 1.89 1.81
H 1.42 2.03 -0.54
*
```

***

(iii)
C5H8S | ωB97M-V with the def2-TZVPD basis set

Its frontier orbital gap is 8.66 eV. As for the HOMO energy: -0.3152 hartree.

ORCA input file:
```
! RIJCOSX wB97M-V def2-TZVPD def2/J DEFGRID3
* xyz 0 1
C 1.63 -0.97 -1.43
C 2.68 -0.93 -0.72
C -0.39 1.61 0.55
C -1.08 0.53 0.10
C -1.88 -0.33 0.94
S 3.96 -0.75 0.10
H 0.71 -0.47 -1.06
H 1.58 -1.26 -2.48
H -1.10 0.42 -0.97
H -0.12 1.78 1.59
H 0.32 2.12 -0.15
H -2.61 -0.85 0.39
H -2.48 0.21 1.77
H -1.23 -1.13 1.37
*
```

***

(iv)
C5H8S | ωB97M-V with the def2-TZVPD basis set

Its frontier orbital gap is 9.36 eV. As for the HOMO energy: -0.3067 hartree.

ORCA input file:
```
! RIJCOSX wB97M-V def2-TZVPD def2/J DEFGRID3
* xyz 0 1
C -1.35 -0.92 -0.01
C -0.84 0.26 -0.79
C -1.66 1.16 -1.29
C 1.51 0.28 0.71
C 2.66 -0.26 0.97
H -2.38 -1.15 -0.30
H -0.72 -1.84 -0.12
H -1.36 -0.70 1.08
H -1.30 2.01 -1.82
H -2.73 1.07 -1.15
H 0.82 0.65 1.49
H 3.45 -0.45 0.24
H 2.98 -0.54 1.99
S 0.93 0.44 -0.99
*
```

***

Quick one: least stable of them? (i)

***

(i)
C6H8S2 | ωB97M-V with the def2-TZVPD basis set

Its frontier orbital gap is 8.25 eV. As for the HOMO energy: -0.3271 hartree.

ORCA input file:
```
! RIJCOSX wB97M-V def2-TZVPD def2/J DEFGRID3
* xyz 0 1
C -0.55 -0.57 -0.02
C -0.41 0.50 -1.00
C 1.18 0.75 -0.75
C 1.10 0.08 0.81
C -0.42 0.24 1.30
C 0.73 -1.22 0.31
H -2.92 -0.49 -0.52
H -0.61 0.08 -2.13
H -1.04 1.40 -0.85
H 1.89 0.19 -1.48
H 1.51 2.05 -1.05
H 1.92 0.47 1.75
H -0.92 1.19 1.51
H -0.66 -0.32 2.35
S -2.22 -1.69 -0.08
S 1.42 -2.65 -0.14
*
```

***

(ii)
C6H8S2 | ωB97M-V with the def2-TZVPD basis set

Its frontier orbital gap is 8.22 eV. As for the HOMO energy: -0.3143 hartree.

ORCA input file:
```
! RIJCOSX wB97M-V def2-TZVPD def2/J DEFGRID3
* xyz 0 1
C 1.91 -1.76 0.03
C 0.72 -0.74 0.07
C -0.57 -1.05 -0.03
C -1.64 -0.01 0.10
C -1.20 1.34 0.43
C 0.00 1.78 -0.38
H 2.50 -1.67 0.88
H 2.41 -1.43 -0.94
H 1.50 -2.78 -0.10
H -1.01 -2.00 -0.10
H -0.91 1.43 1.53
H -2.07 1.92 0.11
H 0.19 2.85 -0.19
H -0.16 1.75 -1.42
S -3.18 -0.45 -0.05
S 1.51 0.82 0.08
*
```

***

(iii)
C6H8S2 | ωB97M-V with the def2-TZVPD basis set

Its frontier orbital gap is 8.32 eV. As for the HOMO energy: -0.3219 hartree.

ORCA input file:
```
! RIJCOSX wB97M-V def2-TZVPD def2/J DEFGRID3
* xyz 0 1
C -0.70 0.59 1.72
C -0.33 -0.02 0.46
C -0.09 -1.96 -0.75
C 0.74 -1.05 0.15
C -0.25 0.88 -0.54
C 0.89 1.45 -1.23
H -1.69 1.17 1.40
H -0.04 1.35 2.15
H -0.81 0.00 2.58
H -0.01 -1.37 -1.69
H 0.22 -2.94 -0.96
H -1.40 0.92 -0.92
H 2.03 1.14 -0.85
H 0.80 2.28 -1.89
S -1.75 -1.32 -0.10
S 2.40 -1.12 0.46
*
```

***

Quick one: least stable of them? (i)

***

(i)
C3H10N3 | ωB97M-V with the def2-TZVPD basis set

Its frontier orbital gap is 10.24 eV. As for the HOMO energy: -0.5226 hartree.

ORCA input file:
```
! RIJCOSX wB97M-V def2-TZVPD def2/J DEFGRID3
* xyz 1 1
C -0.83 -0.53 1.35
C 1.75 0.42 -0.54
C -0.40 0.62 -1.69
N -0.18 -0.67 0.25
N -1.31 -1.54 2.04
N 0.28 0.44 -0.40
H -1.00 0.49 1.73
H 2.03 -0.43 -1.17
H 2.09 1.35 -0.99
H 2.21 0.29 0.44
H -1.47 0.71 -1.53
H -0.03 1.50 -2.20
H -0.21 -0.26 -2.30
H -1.82 -1.40 2.90
H -1.13 -2.48 1.73
H 0.01 1.52 0.37
*
```

***

(ii)
C3H10N3 | ωB97M-V with the def2-TZVPD basis set

Its frontier orbital gap is 11.16 eV. As for the HOMO energy: -0.5256 hartree.

ORCA input file:
```
! RIJCOSX wB97M-V def2-TZVPD def2/J DEFGRID3
* xyz 1 1
C -1.85 -0.70 -0.22
C -0.35 -0.21 0.23
C 1.13 -0.84 -0.14
N -2.70 0.14 -0.02
N -0.15 1.25 0.11
N 2.11 0.36 0.04
H -1.96 -1.72 -0.56
H -0.31 -0.52 1.22
H 1.24 -1.20 -1.07
H 1.33 -1.69 0.54
H -0.91 1.77 0.60
H -0.32 1.61 -0.92
H 0.94 1.28 0.33
H 2.71 0.13 0.88
H -3.65 -0.02 -0.25
H 2.76 0.35 -0.77
*
```

***

Quick one: least stable of them? (i)

***

(i)
C3H10N3 | ωB97M-V with the def2-TZVPD basis set

Its frontier orbital gap is 9.62 eV. As for the HOMO energy: -0.5035 hartree.

ORCA input file:
```
! RIJCOSX wB97M-V def2-TZVPD def2/J DEFGRID3
* xyz 1 1
C 0.37 -0.39 0.01
C 1.32 -1.07 -0.90
C -2.04 0.29 -0.07
N -0.16 -1.05 1.11
N -1.02 -0.67 -0.08
N 1.00 1.11 0.36
H 2.34 -0.92 -0.59
H 1.01 -2.14 -1.04
H 1.17 -0.75 -2.00
H -2.93 -0.12 0.37
H -1.97 1.26 0.60
H -2.43 0.63 -1.04
H -0.38 -0.61 1.95
H 1.63 0.96 1.17
H 0.40 2.01 0.62
H 1.70 1.45 -0.48
*
```

***

(ii)
C3H10N3 | ωB97M-V with the def2-TZVPD basis set

Its frontier orbital gap is 10.33 eV. As for the HOMO energy: -0.5262 hartree.

ORCA input file:
```
! RIJCOSX wB97M-V def2-TZVPD def2/J DEFGRID3
* xyz 1 1
C -1.49 -0.02 -0.41
C -2.39 -0.01 -1.31
C -1.16 -0.03 1.87
N 0.95 0.22 0.80
N -0.57 0.04 0.53
N 2.66 0.08 -1.34
H -2.84 0.91 -1.67
H 2.99 -0.85 -1.54
H -2.78 -0.93 -1.73
H -0.97 -1.01 2.32
H -0.70 0.73 2.50
H -2.24 0.14 1.84
H 1.18 -0.55 1.41
H 3.45 0.61 -0.99
H 1.53 0.18 -0.09
H 2.38 0.51 -2.22
*
```

***

(iii)
C3H10N3 | ωB97M-V with the def2-TZVPD basis set

Its frontier orbital gap is 10.37 eV. As for the HOMO energy: -0.5179 hartree.

ORCA input file:
```
! RIJCOSX wB97M-V def2-TZVPD def2/J DEFGRID3
* xyz 1 1
C -0.97 0.10 0.11
C -2.25 0.52 -0.62
C 2.52 -0.16 -0.25
N 0.24 -0.16 -0.44
N -1.08 0.34 1.41
N 1.32 -0.36 0.40
H -2.06 0.96 -1.70
H -2.94 1.18 0.02
H -2.85 -0.41 -0.69
H 3.37 -0.33 0.47
H 2.51 -0.83 -1.09
H 2.63 0.82 -0.72
H 0.42 -0.65 -1.38
H -2.01 0.49 1.78
H -0.26 0.03 1.94
H 1.40 -1.53 0.77
*
```

***

Quick one: least stable of them? (i)

***

(i)
H3NO2S2 | ωB97M-V with the def2-TZVPD basis set

Its frontier orbital gap (alpha / beta) is 6.80 / 6.80 eV. As for the HOMO energy (alpha / beta): -0.2971 / -0.2971 hartree.

ORCA input file:
```
! RIJCOSX wB97M-V def2-TZVPD def2/J DEFGRID3
* xyz 0 1
N 0.44 -0.17 -1.65
O -0.53 -1.15 0.40
O -0.20 1.54 0.31
S 1.14 1.48 1.32
S -0.61 0.63 -0.92
H -0.22 -0.66 1.09
H 1.39 -0.20 -1.19
H -1.41 -1.46 0.65
*
```

***

(ii)
H3NO2S2 | ωB97M-V with the def2-TZVPD basis set

Its frontier orbital gap is 9.39 eV. As for the HOMO energy: -0.3262 hartree.

ORCA input file:
```
! RIJCOSX wB97M-V def2-TZVPD def2/J DEFGRID3
* xyz 0 1
N -1.35 0.19 0.13
O 0.75 0.02 -1.36
O 1.43 -1.10 0.81
S 1.83 -0.04 -0.11
S -0.66 -0.84 -0.98
H -1.13 0.33 1.05
H -2.28 0.44 -0.07
H 1.42 1.01 0.53
*
```

***

Quick one: least stable of them? (i)